# 1
7
Properties=species:S:1:pos:R:3 method="wB97M-V/def2-TZVPD" homo_ev=-10.74 gap_ev=10.10 multiplicity=1 energy_ev=-20989.1888 e_above_lowest_kj_mol=124.9
C 1.8386 -0.0303 0.0848
N 2.4071 0.6072 -0.6633
N -1.3268 0.0322 -0.2633
O -0.4521 0.3127 0.9847
O -1.7397 1.0403 -0.7006
O -1.4209 -1.1061 -0.6004
S 0.6939 -0.8561 1.1581

# 2
9
Properties=species:S:1:pos:R:3 method="wB97M-V/def2-TZVPD" charge=-2 homo_ev="0.70 / 0.70" gap_ev="5.46 / 5.46" multiplicity=1 energy_ev=-42662.3495 e_above_lowest_kj_mol=165.4
C -0.7207 0.1786 1.4516
N -0.1422 1.2291 1.0218
N 0.7333 -0.0134 1.2179
O -1.7409 -0.3910 1.7838
O 0.2638 0.8763 -3.9906
O 1.8687 -1.9160 0.1975
S -0.3833 -0.9234 -1.8188
S -0.6361 0.8304 -2.7130
S 1.2592 -0.6305 -0.2735

# 3
8
Properties=species:S:1:pos:R:3 method="wB97M-V/def2-TZVPD" charge=-1 homo_ev="-4.56 / -4.54" gap_ev="7.52 / 7.40" multiplicity=1 energy_ev=-22480.1817 e_above_lowest_kj_mol=278.7
C -1.7323 -0.4775 -0.2500
N -2.2386 -1.5215 -0.2647
N -1.4317 0.8443 -0.3732
N 1.8964 -0.1828 0.0599
O -1.8341 1.3831 0.6898
O 1.4272 -1.2977 0.2554
O 3.0379 0.1496 0.4305
S 0.8753 1.1025 -0.5476

# 4
8
Properties=species:S:1:pos:R:3 method="wB97M-V/def2-TZVPD" charge=-2 homo_ev=0.84 gap_ev=5.22 multiplicity=1 energy_ev=-21923.5212 e_above_lowest_kj_mol=117.1
C -0.7941 0.2318 -0.3661
N -0.3143 1.2755 -0.4950
N 3.4861 0.6814 -0.1909
N 1.4609 1.2204 0.8069
N 2.5066 0.9679 0.3463
O -2.0948 -1.9121 -1.2786
O -2.0552 -1.5488 1.2790
S -2.1951 -0.9161 -0.1015